Record 1
A single C6H9N2P molecule at a distorted geometry. Source: OMol25; level of theory: ωB97M-V/def2-TZVPD.

For the energy relative to the best compared isomer or geometry (same formula, charge and spin), the calculation gives 331.6 kJ/mol. For the LUMO energy, the calculation gives 0.383 eV.

Positions of all 18 atoms, in Å:
C1 0.564667 1.512315 1.472902
C2 1.229480 0.397873 0.893877
C3 0.124519 -0.163420 0.112555
C4 -2.286385 0.095921 -0.047656
C5 -1.597041 -1.007625 -1.828589
C6 2.671888 -0.039734 0.844371
N1 -0.783510 1.509053 1.252646
N2 -1.033537 0.483013 0.441973
P1 -0.025700 -1.521687 -1.110480
H1 0.910008 2.087673 2.262911
H2 -2.811688 0.714608 -0.716134
H3 -2.917840 -0.575866 0.507835
H4 -2.243573 -1.926822 -2.059762
H5 -1.764362 -0.159087 -2.435230
H6 3.149752 -0.469145 1.866110
H7 2.826572 -0.856106 0.052699
H8 3.386153 0.735482 0.670938
H9 0.600597 -0.816446 -2.180965

Cartesian forces, eV/Å:
-1.9 -2.4 -0.5
-2.8 -0.2 -2.1
1.8 0.0 1.1
0.4 -2.8 -3.3
-2.8 -1.0 3.7
0.9 -2.4 1.4
1.0 0.7 0.7
2.3 0.0 -0.2
0.7 0.7 -0.6
0.7 1.5 1.0
-0.5 1.4 0.0
0.2 0.0 0.5
0.6 1.7 0.4
0.3 0.5 -0.9
-1.7 0.6 -2.0
-0.2 1.2 1.2
0.1 0.8 -0.6
0.8 -0.3 0.3

=====

Record 2
2 unconnected molecules or ions with the total composition C21H25Br2N2O2. Source: OMol25; level of theory: ωB97M-V/def2-TZVPD.

For the LUMO energy, the calculation gives -4.409 eV. As for the net charge: +1.

Positions of all 52 atoms, in Å:
C1 6.153729 3.247593 -0.892158
C2 5.776782 1.814497 -0.624453
C3 6.765732 0.894282 -0.290837
C4 6.464950 -0.438329 -0.039944
C5 5.157395 -0.876829 -0.128838
C6 4.157276 0.026980 -0.462133
C7 4.449924 1.371844 -0.700492
C8 3.360631 2.358126 -1.080853
C9 2.049267 2.225635 -0.322801
C10 1.027037 1.180146 -0.792782
C11 -0.341134 1.798833 -0.411114
C12 -1.547711 1.289952 -1.219184
Br1 -1.423909 -0.645759 -1.382593
C13 -2.943267 1.568966 -0.650984
C14 -3.179579 1.075249 0.780315
Br2 -3.360004 3.475105 -0.828602
C15 -0.033680 3.252147 -0.567306
N1 1.225553 3.467492 -0.508397
H1 7.236384 3.365176 -0.859354
H2 5.738022 3.919849 -0.136080
H3 5.819900 3.588323 -1.873600
H4 7.793349 1.230000 -0.228932
H5 7.252301 -1.135964 0.217447
H6 4.908242 -1.915089 0.050222
H7 3.146054 -0.336627 -0.555634
H8 3.743921 3.365380 -0.899128
H9 3.141611 2.293362 -2.152953
H10 2.205606 2.123427 0.754690
H11 1.153258 0.209749 -0.325538
H12 1.095275 1.030645 -1.874118
H13 -0.486858 1.607819 0.659356
H14 -1.480315 1.663837 -2.240900
H15 -3.656522 1.104090 -1.326614
H16 -3.909107 0.265849 0.781074
H17 -3.569638 1.864736 1.419055
H18 -2.271241 0.686943 1.239631
H19 -0.739951 4.053596 -0.742712
H20 1.620054 4.395597 -0.617735
C16 -3.903005 -3.077505 0.691810
C17 -3.486832 -4.324265 1.139714
C18 -4.413704 -5.235393 1.620715
C19 -5.746222 -4.871010 1.640130
C20 -6.186667 -3.638586 1.198026
C21 -5.249070 -2.737034 0.720418
N2 -6.740035 -5.837443 2.151396
O1 -6.326145 -6.906816 2.543074
O2 -7.904685 -5.502529 2.128572
H21 -3.174198 -2.369850 0.316845
H22 -2.439165 -4.591227 1.116130
H23 -4.113186 -6.209442 1.975736
H24 -7.238004 -3.395986 1.227945
H25 -5.578409 -1.769536 0.364481

Cartesian forces, eV/Å:
0.2 0.0 0.1
0.0 -0.1 0.0
0.0 -0.1 0.0
0.1 0.1 0.0
-0.2 0.1 0.0
0.2 0.2 0.0
-0.2 -0.2 0.1
0.1 0.0 0.0
-0.2 -0.1 0.0
0.0 0.0 0.1
0.1 -0.3 -0.2
0.0 0.2 0.1
0.0 -0.1 0.0
0.1 -0.2 0.0
-0.1 0.0 0.0
0.0 0.1 0.0
0.2 0.0 -0.1
-0.3 -0.2 -0.1
0.0 0.0 0.0
0.0 0.0 0.0
0.0 0.0 0.0
0.0 0.0 0.0
0.0 0.1 0.0
0.0 0.0 0.0
-0.1 0.0 0.0
0.0 0.0 0.0
0.0 0.0 0.0
0.2 0.1 0.0
0.1 0.1 0.1
0.0 0.1 0.0
-0.2 0.1 0.0
0.0 0.0 0.0
0.0 0.1 0.0
0.1 0.0 0.0
0.0 0.0 0.0
0.0 0.0 0.0
0.0 0.0 0.1
0.1 0.0 0.1
0.0 0.0 0.0
0.0 0.0 0.0
0.1 0.0 0.0
0.0 0.0 0.0
0.0 0.1 0.0
0.0 0.0 0.0
0.0 0.0 -0.1
0.0 0.0 0.1
-0.1 0.0 0.1
0.0 0.0 0.0
0.0 0.0 0.0
-0.1 0.0 0.0
0.0 0.0 0.0
0.0 0.0 0.0

=====

Record 3
A molecular structure, C4H6O2 at a distorted geometry. Source: OMol25; level of theory: ωB97M-V/def2-TZVPD.

For the energy relative to the best compared isomer or geometry (same formula, charge and spin), the calculation gives 480.3 kJ/mol. For the LUMO energy, the calculation gives 0.945 eV.

Positions of all 12 atoms, in Å:
C1 -1.011408 -0.522863 -0.737712
C2 -0.152602 0.661491 -0.725176
O1 -0.285187 1.313203 0.534980
C3 0.813400 0.709346 1.121433
O2 0.562752 -0.685053 1.234949
C4 0.109961 -1.112041 0.036287
H1 -0.968149 -0.998533 -1.719649
H2 -2.011737 -0.409712 -0.341820
H3 -0.028020 1.374770 -1.548043
H4 1.462713 0.719562 0.178585
H5 1.029660 1.080478 2.131957
H6 0.478616 -2.130649 -0.165790

Cartesian forces, eV/Å:
-0.7 -0.2 0.0
-0.9 -0.4 -0.4
0.0 -0.2 -0.3
0.5 0.1 -0.1
-0.5 0.0 0.2
0.3 0.4 -0.7
-0.4 -0.1 0.1
-0.4 -0.2 0.2
0.4 -0.7 0.1
1.2 0.3 2.0
0.2 0.1 -0.5
0.2 0.8 -0.5

=====

Record 4
6 unconnected molecules or ions with the total composition C25H52NO22P5 at a distorted geometry. Source: OMol25; level of theory: ωB97M-V/def2-TZVPD.

For the LUMO energy, the calculation gives -3.550 eV. Its SMILES is C=Cc1ccc2c(c1)C(=O)NC2=O.COP(=O)(OC)OC.COP(=O)(OC)OC.COP(=O)(OC)OC.COP(=O)(OC)OC.COP(=O)(OC)OC.

Positions of all 105 atoms, in Å:
C1 -3.580126 -2.953285 1.015733
C2 -4.163126 -1.649756 0.501319
C3 -5.748832 -1.382800 0.958987
C4 -6.197767 -0.158920 1.991258
C5 -7.817311 -0.050126 2.391300
C6 -8.846165 -1.145512 1.736208
C7 -8.431397 -2.364504 0.721337
C8 -6.844365 -2.475899 0.325732
C9 -9.742071 -3.268018 0.329292
O1 -9.833152 -4.226570 -0.600932
N1 -10.802463 -2.773823 1.321583
C10 -10.458616 -1.393546 1.898293
O2 -11.415014 -0.626751 2.430546
H1 -3.224125 -2.924202 2.149465
H2 -3.545415 -3.923178 0.358261
H3 -3.558909 -0.907389 -0.197242
H4 -5.380584 0.573892 2.417085
H5 -8.213260 0.763052 3.134094
H6 -6.498717 -3.354153 -0.394340
H7 -10.622366 -3.445211 2.123533
C11 -2.972118 1.806438 -3.787401
O3 -3.075517 0.472962 -4.260688
P1 -2.089050 -0.765785 -3.563887
O4 -2.696702 -0.499126 -2.183701
O5 -0.742345 0.171481 -3.747773
C12 -0.302245 0.494713 -5.051650
O6 -1.102625 -2.004475 -2.867157
C13 -0.532593 -2.883331 -3.812132
H8 -3.977102 2.187390 -3.591502
H9 -2.370254 1.894016 -2.879449
H10 -2.523746 2.417767 -4.574471
H11 -0.184630 1.576765 -5.122778
H12 -1.014215 0.161574 -5.814670
H13 0.667870 0.024565 -5.235089
H14 0.181298 -2.351060 -4.446849
H15 -1.317682 -3.326842 -4.430452
H16 -0.003588 -3.680776 -3.280597
C14 2.748181 -5.000674 -1.704311
O7 2.241658 -3.727206 -1.337479
P2 3.249639 -2.328042 -1.476975
O8 3.413247 -2.572896 -2.979819
O9 4.468367 -3.097662 -0.671814
C15 4.280510 -3.452425 0.683588
O10 4.257558 -0.928946 -1.616430
C16 4.178740 -0.052821 -0.513482
H17 2.022592 -5.491311 -2.357219
H18 3.713524 -4.947949 -2.213842
H19 2.853708 -5.603522 -0.798950
H20 4.505426 -4.513166 0.801781
H21 3.252583 -3.266035 1.013296
H22 4.968804 -2.877078 1.308920
H23 4.575678 -0.533211 0.385120
H24 3.139797 0.243584 -0.345768
H25 4.774746 0.840231 -0.726861
C17 -1.658051 -10.318123 -1.066219
O11 -2.350328 -9.271946 -1.728877
P3 -2.918388 -7.909807 -0.826087
O12 -1.489561 -7.586056 -0.380105
O13 -3.614949 -8.909727 0.287852
C18 -4.690007 -9.737697 -0.108349
O14 -3.486449 -6.547747 0.076641
C19 -4.792047 -6.136921 -0.265322
H26 -0.745575 -10.542224 -1.623588
H27 -1.398424 -10.073843 -0.033161
H28 -2.290103 -11.209565 -1.075285
H29 -4.462338 -10.766007 0.175330
H30 -4.858710 -9.694208 -1.189890
H31 -5.600349 -9.425012 0.410610
H32 -5.518162 -6.909309 0.002994
H33 -4.849951 -5.931858 -1.337694
H34 -5.031851 -5.222412 0.286460
C20 3.383601 4.259638 -1.768436
O15 4.065915 4.520092 -0.552105
P4 3.240815 4.323860 0.955823
O16 2.978279 2.848246 0.641340
O17 1.971525 5.224361 0.404556
C21 2.174239 6.592719 0.113411
O18 2.415769 4.127671 2.463679
C22 2.657096 5.164964 3.388928
H35 4.009362 3.614815 -2.389821
H36 2.410681 3.784168 -1.621323
H37 3.243130 5.207098 -2.294582
H38 1.820504 6.790880 -0.899176
H39 3.231639 6.870355 0.183447
H40 1.595047 7.202911 0.811991
H41 2.243372 6.108282 3.021771
H42 3.732115 5.273223 3.556264
H43 2.171667 4.913973 4.337431
C23 6.705619 8.648297 5.790774
O19 6.274357 9.480848 4.726011
P5 6.017930 8.803860 3.154682
O20 4.965976 7.844731 3.719238
O21 7.495864 8.069628 3.204813
C24 8.660927 8.869887 3.226630
O22 5.761539 8.126933 1.583423
C25 6.268697 8.915497 0.529260
H44 6.069348 8.832935 6.659429
H45 6.676522 7.584450 5.542435
H46 7.729244 8.926780 6.053223
H47 9.281307 8.561358 4.069047
H48 8.420832 9.933708 3.330175
H49 9.224802 8.716660 2.302303
H50 7.359737 8.967416 0.581745
H51 5.847884 9.923271 0.581170
H52 5.984173 8.458498 -0.423889

Cartesian forces, eV/Å:
-1.1 2.2 -0.3
-0.6 -1.8 1.0
-1.4 0.8 1.5
-3.6 -3.1 -1.8
1.5 -2.9 -2.6
1.8 -1.2 -1.2
3.2 3.0 1.4
-1.5 2.3 2.2
1.4 -2.1 -2.7
0.3 6.2 6.4
1.8 -0.3 -0.1
-2.6 3.1 2.1
6.3 -5.0 -3.3
-2.3 -1.0 -2.1
1.8 2.5 1.0
-2.1 -2.2 0.3
-2.0 -1.7 -0.9
0.8 -1.8 -1.7
-0.6 2.3 1.7
-0.9 0.9 -1.0
0.8 0.5 -0.1
-0.6 -2.9 -2.1
1.1 6.1 7.9
-0.3 -1.1 -1.2
-0.2 -0.9 -0.7
0.3 0.2 -0.5
-1.8 -0.7 -2.6
0.7 -0.7 -0.4
0.0 -0.3 -0.1
-0.1 -0.2 -0.1
0.0 0.1 0.1
0.0 0.0 0.0
0.1 0.2 0.0
-0.1 0.0 0.0
0.1 -0.1 0.0
0.2 -0.2 0.0
-0.1 0.2 0.0
0.7 -0.3 0.5
-2.0 2.6 1.5
5.4 -5.2 -6.5
-1.1 1.1 0.9
-0.6 0.8 0.6
0.0 -0.2 0.5
-2.8 0.2 1.4
0.2 0.8 0.6
-0.1 0.3 0.1
-0.2 0.1 0.0
0.0 -0.1 -0.1
0.0 0.0 0.0
0.1 -0.2 0.1
-0.1 0.0 0.0
0.0 0.1 0.1
0.3 0.3 0.2
-0.2 -0.2 0.0
-0.4 -0.5 0.7
-1.9 1.8 -2.4
6.8 -2.6 6.8
-1.1 0.7 -1.3
-0.8 0.6 -0.7
-0.4 -0.4 0.0
-1.0 -0.2 -2.9
-0.8 0.3 0.1
-0.1 0.3 -0.1
0.0 0.1 -0.2
0.1 -0.1 0.1
0.0 0.0 0.0
0.0 -0.2 0.1
0.1 0.0 -0.1
-0.2 0.1 0.0
-0.3 0.2 0.1
0.0 -0.2 0.0
-0.7 0.5 -0.2
2.4 1.3 2.4
-6.4 -5.9 -4.8
1.2 0.8 1.0
0.7 0.5 0.8
0.0 0.5 -0.2
2.8 1.3 0.0
-0.1 0.6 0.8
0.1 0.0 0.3
0.2 0.0 0.1
-0.1 0.0 -0.1
0.0 0.0 0.0
-0.2 0.1 -0.1
0.1 0.0 0.0
0.1 0.1 0.1
-0.2 0.2 0.3
0.1 0.0 -0.2
0.9 -0.5 0.0
-0.7 2.9 -2.2
-0.7 -8.8 4.8
-0.2 1.4 -0.9
-0.2 0.9 -0.8
0.6 0.2 0.0
-0.1 3.1 0.2
0.3 0.2 -0.8
-0.1 0.2 -0.3
-0.1 0.2 -0.1
0.0 -0.1 0.1
0.0 0.1 0.0
0.2 -0.1 0.1
0.0 0.0 0.1
0.0 0.1 -0.1
0.1 0.0 -0.3
0.0 0.0 0.2

=====

Record 5
A molecular structure, C6H29NO9 at a distorted geometry. Source: OMol25; level of theory: ωB97M-V/def2-TZVPD.

For the energy relative to the best compared isomer or geometry (same formula, charge and spin), the calculation gives 1589.9 kJ/mol. For the LUMO energy, the calculation gives 0.408 eV.

Positions of all 45 atoms, in Å:
O1 -1.095100 -1.062913 0.769684
H1 -1.751250 -0.835293 0.110994
H2 -0.695080 -1.868283 0.441664
O2 -2.554130 -1.932853 -0.957986
H3 -1.823220 -2.433813 -0.595996
H4 -3.033290 -1.619183 -0.191016
O3 -1.538900 -2.955433 2.611154
H5 -1.318490 -2.026203 2.546514
H6 -0.925890 -3.389333 2.017704
O4 -0.746260 -3.158463 -0.521026
H7 -0.352510 -2.457733 -1.040786
H8 -1.254940 -3.668193 -1.151616
O5 -3.672740 -1.006093 0.772914
H9 -3.411440 -1.172153 1.678664
H10 -4.430480 -1.574153 0.633744
O6 -0.248710 -1.555363 -1.611156
H11 -0.608130 -0.690013 -1.806646
H12 0.693600 -1.410243 -1.526176
O7 -0.106820 -3.600893 1.271954
H13 -0.324740 -3.405603 0.360584
H14 0.611870 -4.230743 1.217184
C1 3.697540 4.296707 1.666894
O8 2.653110 3.412317 1.149964
C2 2.777570 2.065087 1.517764
C3 1.500900 1.252527 1.353854
N1 0.991010 1.543537 -0.053086
C4 -0.314390 0.837927 -0.205866
C5 -0.912250 1.307607 -1.584806
O9 -0.457380 0.410967 -2.607316
C6 0.014630 1.059517 -3.809046
H15 4.676740 4.153397 1.210034
H16 3.817660 4.321007 2.749984
H17 3.345480 5.300307 1.428294
H18 3.346040 1.989727 2.444734
H19 3.530020 1.620967 0.866094
H20 0.952930 1.642047 2.211814
H21 1.743210 0.277627 1.776904
H22 0.899160 2.535827 -0.217506
H23 -0.918980 1.094487 0.664044
H24 -0.226070 -0.248363 -0.222406
H25 -0.932280 2.386327 -1.739956
H26 -1.945380 1.107357 -1.300816
H27 1.026340 1.421507 -3.626016
H28 -0.660930 1.882657 -4.041756
H29 -0.018050 0.381877 -4.662176

Cartesian forces, eV/Å:
-0.2 -1.3 3.5
-0.1 0.0 -0.1
-0.4 0.7 1.3
-1.7 0.1 -3.8
-1.7 0.4 0.2
-0.3 -0.3 -0.2
-5.1 2.3 4.5
0.0 0.0 0.1
-0.4 -0.6 1.0
-3.9 -7.0 -6.4
0.6 0.8 -1.3
0.0 -1.0 -0.1
-2.4 1.5 2.2
0.4 -0.2 0.5
-0.6 0.0 0.1
4.1 2.4 -3.9
-0.5 0.2 -1.1
0.7 0.6 -0.5
8.7 -4.1 4.1
1.0 -1.9 1.5
0.3 -0.2 0.6
-1.3 0.0 -0.6
0.4 1.4 0.9
2.2 -0.8 -0.9
1.2 3.0 0.3
0.1 -2.9 2.0
2.5 3.9 -2.5
-1.2 -0.9 3.0
-0.4 3.5 -1.5
-0.4 0.0 0.5
0.0 -0.3 -0.2
-0.2 -0.7 0.2
0.1 0.0 -0.3
-0.9 -0.1 0.9
0.2 -0.2 -0.7
-1.5 0.3 -0.4
-0.2 -0.7 -1.5
0.1 0.1 0.6
-0.6 0.1 -0.4
1.1 2.3 0.0
0.9 -0.1 -0.6
-0.8 -0.3 -1.2
0.0 0.1 -0.2
0.1 0.1 0.0
0.1 -0.3 0.4

=====

Record 6
A molecular structure, C3H13P5 at a distorted geometry. Source: OMol25; level of theory: ωB97M-V/def2-TZVPD.

For the energy relative to the best compared isomer or geometry (same formula, charge and spin), the calculation gives 318.1 kJ/mol. For the LUMO energy (alpha / beta), the calculation gives -0.460 / -1.120 eV.

Positions of all 21 atoms, in Å:
C1 -0.580235 -2.204321 1.110896
C2 0.529522 -1.153561 0.718658
C3 0.695738 -0.479973 -2.046216
P1 1.465118 2.134765 0.348416
P2 -2.762436 1.373168 0.456747
P3 3.314976 1.411081 -0.278867
P4 -2.114933 -0.090100 -1.036588
P5 -0.076886 0.083108 -0.592814
H1 -0.339815 -2.599139 2.095622
H2 -1.586154 -1.715217 1.269966
H3 -0.775871 -3.034455 0.533460
H4 1.588712 -1.357451 0.483910
H5 0.664100 -0.686291 1.773594
H6 1.574952 -1.099126 -1.986609
H7 0.594368 -0.022270 -2.922519
H8 0.950870 2.510448 -0.844236
H9 1.841340 3.398602 0.899621
H10 -2.791442 0.317870 1.307357
H11 -4.060629 1.415883 -0.020392
H12 3.585030 1.025900 0.971273
H13 -1.716333 0.771073 -2.241274

Cartesian forces, eV/Å:
0.3 1.9 1.5
-1.3 0.9 2.0
0.6 -1.4 4.0
-0.1 0.2 1.3
1.1 1.9 -0.8
0.3 0.0 -2.2
-0.9 0.2 -2.2
2.6 -1.4 0.4
0.1 -0.1 0.1
1.1 -0.1 -0.3
-0.1 -1.6 -1.9
-0.8 -0.9 -0.3
-0.3 0.3 -2.0
0.1 -0.2 0.3
-0.8 1.9 -3.5
-0.3 1.0 -1.0
-0.1 -0.1 0.0
-0.7 -1.0 1.1
-0.8 -0.4 0.2
0.7 -0.5 2.0
-0.7 -0.7 1.5